(1)
The following is a quantum chemistry calculation of 2 unconnected molecules or ions with the total composition C15H22B3O6PS at a distorted geometry, from the OMol25 dataset.

Calculated total energy: -1850.5544 hartree
Kohn-Sham gap: 8.4 eV

The geometry in XYZ format:
```
48
Properties=species:S:1:pos:R:3:forces:R:3:mulliken_charge:R:1
C 0.6621 -3.2352 4.4345 0.09 0.16 0.04 0.226
C -0.0870 -2.4224 3.9634 0.09 0.03 0.29 -0.505
B -0.9352 -1.3741 3.2772 -0.72 0.20 0.31 0.146
O -0.4524 -0.1201 2.9622 0.77 -0.57 -0.36 -0.185
B -0.5105 0.1048 1.5961 -0.53 0.47 -0.09 0.430
C 0.6506 0.6689 0.7373 0.05 0.43 0.19 -0.453
C 1.9908 0.8855 1.4427 -0.12 0.00 0.05 -0.997
C 2.6391 -0.3081 2.1461 0.17 -0.05 0.06 -0.637
C 2.9501 -1.5313 1.3209 0.09 0.06 -0.03 0.456
C 2.0016 -2.2292 0.5824 -0.20 -0.09 0.05 0.352
C 2.3405 -3.3486 -0.1606 -0.08 0.13 0.03 -1.034
C 3.6473 -3.8016 -0.1752 -0.12 -0.12 -0.11 -0.349
C 4.6018 -3.1391 0.5739 0.02 -0.12 -0.10 -0.707
C 4.2523 -2.0207 1.3090 0.13 0.05 0.00 -0.611
O -1.7327 -0.2213 0.9755 0.42 -0.51 0.04 0.075
B -2.5150 -1.1578 1.5976 -0.72 0.44 -0.12 0.090
P -4.1551 -1.7795 0.7320 -0.16 -1.05 0.35 -0.020
S -4.6321 -3.6368 1.1459 0.10 0.22 -0.03 -0.399
O -2.2115 -1.6858 2.8144 0.54 -0.25 -0.31 -0.244
H 1.3700 -3.9001 4.8663 -0.03 -0.16 0.00 0.404
H 0.7525 0.0936 -0.1822 -0.05 -0.09 -0.05 0.510
H 0.2975 1.6508 0.3982 -0.02 0.06 -0.12 0.021
H 2.7015 1.3067 0.7326 0.06 0.00 -0.09 0.457
H 1.8334 1.6479 2.2067 0.08 0.09 0.06 0.346
H 2.0651 -0.5935 3.0285 -0.18 -0.04 -0.04 0.182
H 3.5937 0.0546 2.5273 0.05 0.02 0.14 0.410
H 0.9645 -1.9261 0.5851 -0.06 0.05 0.03 0.352
H 1.5696 -3.8504 -0.7262 -0.01 -0.12 -0.06 0.423
H 3.9103 -4.6660 -0.7655 0.07 -0.09 -0.03 0.384
H 5.6181 -3.5031 0.5674 0.14 0.05 0.08 0.382
H 5.0119 -1.5158 1.8893 0.06 0.09 0.05 0.352
H -3.9925 -1.5647 -0.6453 0.02 0.45 0.01 0.078
H -5.1411 -0.8543 1.1211 0.07 0.28 -0.23 0.058
C -1.7603 3.7664 -0.8521 -0.03 0.11 -0.16 -1.208
C -1.9419 2.4099 -1.4992 0.09 -0.03 0.32 0.024
O -2.6693 2.5019 -2.7332 -0.04 -0.03 -0.01 -0.408
C -1.9573 2.9149 -3.7805 -0.05 0.00 0.00 0.734
O -0.7839 3.1813 -3.7804 0.07 0.02 -0.01 -0.559
O -2.7695 2.9786 -4.8337 -0.02 0.00 -0.02 -0.356
C -2.1489 3.4528 -6.0321 -0.02 0.00 -0.12 -0.639
H -2.7254 4.2576 -0.7241 -0.01 -0.04 0.07 0.380
H -1.2918 3.6576 0.1269 -0.01 -0.02 0.01 0.337
H -1.1308 4.4100 -1.4650 0.05 -0.04 0.01 0.314
H -2.5427 1.7631 -0.8630 -0.07 -0.04 -0.10 0.241
H -0.9858 1.9173 -1.6728 0.01 0.04 -0.10 0.336
H -1.2547 2.8775 -6.2591 0.03 0.01 0.04 0.301
H -1.8944 4.5067 -5.9343 0.06 -0.01 0.03 0.292
H -2.8841 3.3229 -6.8201 -0.05 -0.01 0.04 0.222
```
Forces are in eV/Å.

---

(2)
The following is a quantum chemistry calculation of a molecular structure, C15H22BF4N2O4RuSi2, from the OMol25 dataset.

Calculated total energy: -2093.9233 hartree
ΔE to the lowest compared entry with this formula, charge and spin: 11.1 kcal/mol
Net charge: -2
Kohn-Sham gap (alpha / beta): 7.0 / 6.6 eV
2S+1: 2

The geometry in XYZ format:
```
51
Properties=species:S:1:pos:R:3:forces:R:3:mulliken_charge:R:1
Ru 0.3395 -0.8078 0.7911 0.25 -0.20 0.39 0.244
N -0.4910 -2.2054 -0.6499 -0.12 -0.01 0.06 -0.004
C 0.6382 -2.9216 -1.2829 -0.06 0.04 0.03 -0.196
C 1.6749 -3.2870 -0.2209 -0.10 0.01 0.06 0.389
O 2.2832 -4.3618 -0.2911 0.01 -0.03 0.01 -0.822
N 1.7516 -2.3652 0.7395 0.16 0.15 -0.29 0.051
C 2.1227 -2.7692 2.0762 -0.02 -0.02 -0.07 -0.861
C 0.8654 -2.7511 2.9731 0.00 0.01 0.03 0.637
O 0.9041 -3.3446 4.0506 -0.03 0.03 0.07 -0.801
O -0.1339 -2.0889 2.5096 -0.04 -0.15 -0.05 -0.550
H -1.0876 -2.8564 -0.1418 0.03 -0.05 0.01 0.298
H -1.1080 -1.8042 -1.3514 0.01 -0.01 -0.03 -0.001
H 1.0989 -2.2625 -2.0202 -0.01 0.00 -0.01 0.015
H 0.3068 -3.8305 -1.7846 0.01 -0.01 0.01 0.388
H 2.8461 -2.0713 2.5133 0.01 -0.01 0.01 0.217
H 2.5619 -3.7668 2.0921 -0.01 0.00 -0.02 0.442
C -2.5737 0.8779 0.5626 -0.06 -0.05 0.08 -1.198
Si -0.8685 1.2316 1.2897 -0.11 -0.04 -0.54 0.978
C -1.1424 1.6419 3.1078 0.01 -0.01 0.00 -1.350
C -0.1383 2.7092 0.3649 -0.08 0.09 0.14 0.513
C -0.3838 4.0492 0.6725 -0.02 0.01 -0.02 -0.683
C 0.1172 5.0664 -0.1272 0.00 0.01 0.01 -0.497
C 0.8664 4.7471 -1.2545 0.00 0.00 0.00 -0.607
C 1.1174 3.4173 -1.5624 0.04 0.00 0.02 -0.600
C 0.6370 2.3826 -0.7560 0.03 0.01 -0.01 -0.040
Si 0.9498 0.5187 -1.0686 0.07 0.01 -0.08 1.173
C 0.0366 0.2447 -2.7201 -0.04 -0.03 0.04 -1.334
C 2.7968 0.4202 -1.5125 -0.01 -0.02 -0.01 -1.459
H -3.1695 1.7969 0.5594 -0.02 0.04 0.03 0.440
H -3.0917 0.1227 1.1573 -0.01 -0.01 -0.04 0.300
H -2.5210 0.4924 -0.4563 0.00 0.03 0.00 0.204
H -2.0795 2.1959 3.2212 0.02 0.02 0.03 0.346
H -0.3331 2.2256 3.5482 0.05 -0.01 -0.01 0.296
H -1.2321 0.7035 3.6602 -0.02 0.01 0.02 0.356
H -0.9744 4.3035 1.5485 0.00 0.00 0.00 0.346
H -0.0745 6.1046 0.1226 0.00 0.00 0.00 0.362
H 1.2586 5.5374 -1.8863 0.00 0.00 0.00 0.353
H 1.7125 3.1826 -2.4409 0.00 0.00 0.00 0.248
H 0.2969 1.0500 -3.4140 0.01 0.02 0.00 0.452
H -1.0478 0.2670 -2.5799 -0.01 0.00 -0.02 0.283
H 0.2865 -0.7004 -3.2076 -0.01 0.00 0.00 0.346
H 3.0538 1.0201 -2.3917 -0.01 0.01 -0.01 0.360
H 3.0860 -0.6165 -1.7058 0.00 0.00 0.00 0.323
H 3.3990 0.7707 -0.6702 0.01 0.00 0.01 0.330
O 2.1792 0.9691 2.3338 0.04 -0.08 0.02 -0.501
C 1.4379 0.2755 1.7840 0.06 0.28 0.18 -0.172
F -3.2203 -2.3118 0.0498 -0.14 -0.05 0.04 -0.334
B -3.6503 -2.7075 -1.2335 0.06 0.00 -0.05 0.515
F -5.0235 -2.9840 -1.2334 0.02 0.03 -0.01 -0.378
F -3.3599 -1.6573 -2.1411 0.03 0.01 -0.02 -0.416
F -2.9199 -3.8527 -1.6234 -0.03 0.00 -0.01 -0.400
```
Forces are in eV/Å.

---

(3)
The following is a quantum chemistry calculation of 3 unconnected molecules or ions with the total composition C15H22Cl2N3O7S at a distorted geometry, from the OMol25 dataset.

Calculated total energy: -2593.7492 hartree
Net charge: +1
Kohn-Sham gap: 6.8 eV

The geometry in XYZ format:
```
50
Properties=species:S:1:pos:R:3:forces:R:3:mulliken_charge:R:1
C 5.7479 -2.5189 3.6298 -3.65 1.98 -0.51 -0.642
C 4.5274 -1.6306 3.5001 3.06 -2.33 1.40 -0.320
C 3.3197 -1.8504 2.4137 1.50 1.97 0.59 0.504
S 4.1897 -2.1809 0.7808 -0.36 -0.96 -0.48 -0.095
C 2.4542 -0.4303 2.2356 -0.04 -1.78 1.03 -0.516
Cl 3.3868 1.0973 1.7090 -1.66 -2.58 0.71 -0.062
N 1.3894 -0.9974 1.2728 -2.16 -2.10 3.00 0.005
Cl 0.1102 0.0729 0.8253 0.42 -0.13 0.16 0.034
C 0.8595 -2.1607 2.1372 4.53 0.26 -0.79 -0.136
N -0.4494 -2.5945 2.2869 1.64 0.09 0.17 -0.187
N 2.1414 -2.7500 2.7629 -2.87 1.26 -2.56 0.369
C 2.3399 -4.2439 2.5910 -0.36 -1.54 0.33 -0.468
C 1.8867 -4.8158 1.1219 3.31 -6.40 -1.51 0.136
O 2.4477 -5.9900 0.7304 -3.64 7.76 2.62 -0.470
H 6.0458 -3.2317 2.7415 -0.86 1.31 2.13 0.150
H 6.3984 -2.5788 4.6278 -1.48 0.71 -2.59 0.269
H 4.4734 -0.6788 4.2152 -0.31 -2.50 -1.40 0.239
H 4.7100 -3.5102 0.7589 -0.92 1.54 0.78 0.194
H 1.8294 -0.3814 3.2516 2.08 1.10 -1.85 0.459
H -0.9845 -3.0620 1.5016 0.68 1.39 1.32 0.267
H -0.8693 -2.5072 3.2593 0.72 -0.55 -1.82 0.271
H 1.7139 -4.8059 3.4376 1.36 1.15 -2.00 0.379
H 3.4848 -4.5514 2.7317 -2.61 0.98 -0.22 0.292
H 1.1018 -4.3385 0.3962 1.39 -0.50 1.49 0.315
C -5.3949 1.3005 -1.9894 -0.77 -0.47 -0.10 -1.404
C -4.9999 1.2929 -0.5258 -0.61 0.81 -1.37 0.425
C -3.6906 1.9755 -0.2681 0.28 0.87 -0.43 -0.024
O -3.2305 1.3245 0.9016 -0.07 -1.46 0.71 -0.378
C -3.7605 0.0632 0.8689 0.11 -0.99 0.65 0.604
O -3.3974 -0.8541 1.5808 -0.38 1.39 -1.11 -0.586
O -4.7474 -0.0278 -0.0743 1.18 -0.44 1.34 -0.349
H -4.7280 0.6648 -2.5817 0.00 0.28 0.20 0.299
H -6.4044 0.8938 -2.1110 0.09 0.07 0.12 0.422
H -5.3791 2.3144 -2.4008 -0.07 -0.34 0.21 0.355
H -5.8031 1.7176 0.0887 0.14 -0.03 0.03 0.229
H -3.8084 3.0496 -0.0965 0.10 -0.22 0.13 0.450
H -2.9539 1.8196 -1.0642 -0.49 -0.14 0.46 0.008
C 0.6139 4.3493 -4.7209 -0.24 0.41 -0.29 -1.465
C -0.2047 3.9716 -3.5022 1.21 0.52 -0.69 0.511
C 0.1050 2.5972 -2.9906 0.96 -0.22 0.24 -0.594
O -1.1074 2.2233 -2.3630 -1.07 0.18 -0.21 -0.271
C -2.1013 2.8895 -3.0273 -1.77 0.09 -0.39 0.537
O -3.2868 2.6373 -2.9236 2.84 0.85 -0.65 -0.464
O -1.5820 3.8714 -3.8261 -0.91 -1.01 0.82 -0.324
H 0.3246 3.7515 -5.5919 0.06 -0.07 0.25 0.361
H 0.4353 5.3965 -4.9870 0.11 -0.17 0.07 0.364
H 1.6848 4.2173 -4.5379 -0.16 0.02 0.06 0.367
H -0.0914 4.7285 -2.7166 -0.02 -0.14 0.00 0.255
H 0.9319 2.5967 -2.2741 -0.27 -0.08 0.00 0.361
H 0.3210 1.8747 -3.7858 0.00 0.19 -0.04 0.324
```
Forces are in eV/Å.

---

(4)
The following is a quantum chemistry calculation of a molecular structure, C15H22CrF3O12S at a distorted geometry, from the OMol25 dataset.

Calculated total energy: -3229.6445 hartree
Net charge: +1
Kohn-Sham gap (alpha / beta): 8.8 / 4.3 eV
2S+1: 5

The geometry in XYZ format:
```
54
Properties=species:S:1:pos:R:3:forces:R:3:mulliken_charge:R:1
Cr 0.6605 0.3355 1.1445 -3.40 1.41 -0.44 1.266
C -1.3058 1.0603 4.5471 -0.29 0.38 0.34 -1.298
C -0.8100 0.7721 3.1858 0.56 -0.39 0.58 0.896
O -0.6953 1.5982 2.2719 1.04 2.39 -1.83 -0.505
O -0.4074 -0.3543 2.8540 1.44 -3.04 -0.16 -0.578
H -1.4923 2.1295 4.6473 -0.60 -0.20 -0.08 0.345
H -0.6186 0.8236 5.3594 0.40 -0.33 -0.44 0.359
H -2.1571 0.3969 4.6997 -0.33 0.42 0.15 0.314
C 3.4174 -2.0499 -1.7535 -0.42 2.95 -0.20 0.519
F 3.6067 -2.4021 -3.0195 0.02 -0.47 0.83 -0.175
F 2.8230 -2.9735 -1.0248 0.52 -0.46 -0.16 -0.138
F 4.5894 -1.6410 -1.2109 -1.04 -0.87 -0.29 -0.203
S 2.2217 -0.5118 -1.8426 0.48 0.21 -3.39 1.228
O 1.0513 -1.0144 -2.5700 0.94 0.24 1.35 -0.622
O 1.8786 -0.1312 -0.4553 0.50 -0.37 1.02 -0.313
O 2.9498 0.5293 -2.5687 -0.58 -1.31 1.53 -0.576
O 2.2641 0.6648 2.1382 0.91 -0.26 0.36 -0.208
H 3.1122 1.0940 2.3643 -0.61 -0.10 -0.29 0.311
O 0.4928 -1.8840 0.7801 -0.59 -2.58 -0.26 -0.357
C 0.1087 -3.0475 0.6114 1.35 1.43 1.16 0.220
O -0.8532 -3.3839 -0.2060 -1.52 2.04 -1.96 -0.115
C -1.3144 -4.7101 -0.1321 0.46 -1.65 0.97 -0.436
C -0.5887 -5.2161 1.0862 0.02 -1.41 1.76 -0.747
C 0.5716 -4.2952 1.2788 1.46 0.00 -0.13 -0.453
H -1.0303 -5.3488 -0.9684 0.12 0.71 -0.52 0.333
H -2.3898 -4.8185 0.0087 -0.01 0.74 -0.24 0.301
H -0.1972 -6.2239 0.9478 -0.46 -0.10 0.17 0.379
H -1.1801 -5.1698 2.0006 -0.40 -0.28 -0.19 0.269
H 1.3844 -4.7562 0.7176 0.39 0.57 -0.37 0.180
H 1.0066 -4.1429 2.2666 -0.55 0.06 0.08 0.438
O -0.8525 0.1211 -0.2804 -1.26 0.31 -0.58 -0.042
C -1.8488 0.1152 -1.0115 0.48 0.52 2.46 -0.005
O -2.7221 1.1209 -1.0535 1.58 0.25 1.62 -0.405
C -3.6941 0.9269 -2.0394 -0.91 0.04 -1.55 -0.444
C -3.5973 -0.5521 -2.4166 -1.19 0.09 -1.37 -0.656
C -2.2948 -0.9762 -1.8661 1.06 -1.26 -0.42 0.580
H -3.4263 1.6216 -2.8354 -0.07 -0.22 -0.32 0.280
H -4.6944 1.2175 -1.7183 0.25 -0.03 0.50 0.337
H -3.5850 -0.7251 -3.4927 -0.27 0.33 -0.05 0.307
H -4.4483 -1.1279 -2.0530 0.13 0.08 0.31 0.290
H -1.4968 -1.0220 -2.6071 0.04 -0.29 -0.34 0.177
H -2.3257 -1.9583 -1.3942 0.35 0.33 0.29 -0.173
O 0.9156 2.1300 0.0624 -0.12 1.77 -0.91 -0.485
C 1.1554 3.2969 -0.2316 -0.59 -0.82 -0.94 0.478
O 0.5607 3.9305 -1.3196 -0.58 -3.28 2.15 -0.318
C 0.9281 5.2632 -1.4148 2.85 0.87 -0.94 -0.483
C 1.6368 5.5699 -0.1179 0.10 0.86 2.39 -0.629
C 2.1065 4.2045 0.4695 -0.38 0.64 -0.98 -0.371
H 0.1532 5.9344 -1.7849 -0.33 -0.34 0.63 0.369
H 1.7181 5.2847 -2.1655 -0.10 0.16 -0.54 0.270
H 0.9252 6.0548 0.5504 0.01 -0.10 0.30 0.288
H 2.5081 6.2246 -0.1330 -0.28 0.18 -0.63 0.368
H 2.1451 3.9943 1.5383 -0.58 0.50 0.02 0.338
H 3.1347 4.0213 0.1574 -0.02 -0.31 -0.47 0.296
```
Forces are in eV/Å.